Molecular formula: C25H27Cl2LuP
Method: DFT, ωB97M-V/def2-TZVPD

Its LUMO energy (spin up / spin down) is 2.719 / 2.719 eV. Its HOMO energy (spin up / spin down) is -3.53 / -2.36 eV. The calculation puts the HOMO-LUMO gap (spin up / spin down) at 6.25 / 5.08 eV. Its net charge is -1.

The geometry in XYZ format:
```
56
C25H27Cl2LuP ωB97M-V/def2-TZVPD
C 1.52588 -0.44517 1.83282
C 0.28421 3.63023 3.39230
C 2.59595 -0.27888 -3.12876
H 4.67700 -1.20846 0.76073
H -1.96675 0.49573 -1.65827
C -1.19424 -2.22762 1.98059
H 1.18449 2.76401 1.62568
C -1.60306 2.43389 4.30778
C 2.97940 -0.95777 3.70935
H 2.47785 -0.67474 -0.13479
H -2.13385 -4.04179 2.67050
C -1.45102 1.43844 3.33883
C -0.41389 1.52636 2.39323
H 1.36183 1.31379 -4.00169
H -4.77959 -1.09330 0.95094
H 3.37758 0.35564 -2.69130
Lu 0.82272 0.12887 -1.73389
H -4.43329 -3.31208 2.04133
C -3.57794 -2.65763 1.85074
H 2.81396 -1.35261 -3.14382
P -0.04913 0.23468 1.15008
H 0.82417 -1.65231 -4.61773
H 1.72395 -0.71257 -5.79938
H 3.12485 -1.07217 4.78729
C 1.56194 0.23341 -3.91903
H -1.03873 1.80357 -4.02536
Cl 0.51631 -2.29010 -1.38733
H -2.41363 2.35280 5.03553
H -2.83993 0.40853 0.55116
H -2.73470 1.30862 -3.67986
C -1.68136 0.95500 -3.72444
C 0.96420 -0.62975 -5.00379
C 3.85553 -1.03634 1.46032
C -3.77695 -1.41221 1.24582
Cl 1.78711 2.30119 -1.07119
H -0.84311 4.28907 5.12025
C 0.42756 2.65845 2.40498
H 0.96338 4.48370 3.41549
C -0.32577 -0.09275 -5.64752
H 5.04172 -1.41853 3.21997
C -2.29051 -3.06444 2.20794
H -2.14431 0.59567 3.32097
C -1.57179 -0.19902 -4.75615
H -1.58567 -1.18742 -4.26921
C -2.69351 -0.56473 1.02601
H -0.18228 -2.55152 2.22283
H -2.44740 -0.13720 -5.41343
C 1.71787 -0.60867 3.21540
C 4.05015 -1.15786 2.83751
H -0.51163 -0.65702 -6.57153
C -1.40087 -0.95352 1.43340
H -0.16891 0.95417 -5.94172
C 2.60236 -0.70134 0.96034
H 0.88645 -0.45120 3.90312
C -1.16403 0.61281 -2.40243
C -0.73053 3.52209 4.34938
```